No. 1
ORCA calculation (ωB97M-V/def2-TZVPD) on C44H58BrFN5O5SSiTeZr as an isolated structure at a distorted geometry.

Geometry as ORCA input:
```
! RIJCOSX wB97M-V def2-TZVPD def2/J DEFGRID3
* xyz 1 1
Zr -0.823 -0.230 1.466
C 0.908 -2.320 -5.698
C -0.462 -2.451 -5.049
N -0.586 -1.683 -3.810
C -0.535 -2.343 -2.612
C -0.476 -1.709 -1.423
C -0.557 -2.606 -0.209
O -0.083 -3.713 -0.215
O -1.195 -2.069 0.860
C -0.348 -0.275 -1.411
O -0.168 0.424 -0.260
C -0.428 0.425 -2.623
C -0.348 1.823 -2.691
C -0.599 2.486 -3.869
F -0.576 3.847 -3.822
C -0.899 1.830 -5.049
C -0.856 0.420 -5.015
C -0.628 -0.279 -3.847
N -1.251 2.467 -6.287
C -1.037 3.906 -6.440
C -1.410 4.287 -7.885
N -1.331 3.032 -8.715
C -2.467 2.104 -8.348
C -2.570 2.121 -6.820
H 0.958 -2.928 -6.605
H 1.684 -2.664 -5.010
H 1.130 -1.283 -5.964
H -0.655 -3.488 -4.788
H -1.256 -2.154 -5.735
H -0.583 -3.423 -2.652
H -0.138 2.395 -1.798
H -0.982 -0.116 -5.949
H 0.007 4.130 -6.246
H -1.646 4.510 -5.765
H -0.739 5.030 -8.306
H -2.432 4.646 -7.974
H -0.476 2.547 -8.440
H -1.305 3.226 -9.712
H -2.207 1.124 -8.741
H -3.367 2.467 -8.840
H -2.886 1.147 -6.463
H -3.327 2.846 -6.496
N -0.251 2.033 1.977
C -0.299 2.286 3.413
C 0.061 3.488 3.966
C 0.009 3.651 5.358
C -0.401 2.610 6.157
C -0.773 1.372 5.604
C -1.197 0.260 6.387
C -1.568 -0.907 5.744
C -1.510 -1.005 4.373
N -1.073 0.024 3.575
C -0.721 1.220 4.203
H 0.600 2.410 1.580
H -1.022 2.514 1.504
H 0.380 4.303 3.324
H 0.288 4.599 5.801
H -0.442 2.731 7.234
H -1.235 0.344 7.466
H -1.913 -1.763 6.309
H -1.826 -1.906 3.866
Te -3.645 0.358 1.109
C 2.801 -4.756 0.890
C 3.736 -3.692 1.487
C 5.045 -4.392 1.914
C 4.051 -2.711 0.342
Si 3.002 -2.832 3.003
Br 1.720 -1.083 2.046
C 4.206 -1.740 3.994
C 5.066 -2.636 4.915
C 5.140 -0.963 3.046
C 3.520 -0.691 4.895
C 1.794 -3.842 4.010
C 1.357 -3.112 5.287
C 0.524 -4.171 3.205
C 2.500 -5.151 4.442
H 3.321 -5.210 0.036
H 1.868 -4.329 0.519
H 2.564 -5.563 1.581
H 5.427 -4.943 1.045
H 4.893 -5.122 2.718
H 5.826 -3.701 2.229
H 4.554 -3.274 -0.454
H 4.709 -1.891 0.636
H 3.142 -2.280 -0.081
H 5.648 -3.388 4.380
H 4.462 -3.150 5.669
H 5.776 -1.995 5.455
H 5.783 -1.610 2.449
H 5.795 -0.327 3.655
H 4.592 -0.308 2.365
H 3.014 -1.128 5.751
H 2.803 -0.065 4.362
H 4.303 -0.029 5.286
H 0.958 -2.113 5.093
H 2.166 -3.028 6.016
H 0.557 -3.701 5.755
H -0.038 -3.272 2.946
H -0.120 -4.803 3.829
H 0.715 -4.704 2.275
H 3.415 -4.975 5.018
H 2.753 -5.803 3.608
H 1.811 -5.705 5.092
O -7.840 6.743 -0.751
C -6.806 6.486 -1.583
O -6.661 7.147 -2.571
C -5.881 5.366 -1.204
C -6.256 4.302 -0.398
C -5.359 3.279 -0.103
C -4.065 3.325 -0.608
S -2.818 2.090 -0.361
C -3.688 4.398 -1.425
C -4.591 5.400 -1.723
H -7.771 6.195 0.041
H -7.270 4.221 -0.017
H -5.675 2.443 0.507
H -2.684 4.433 -1.837
H -4.312 6.227 -2.365
*
```

Computed properties:
E_HOMO (alpha / beta)	-6.0 / -6.0	eV
total energy	-6038.0150	a.u.

No. 2
ORCA calculation (ωB97M-V/def2-TZVPD) on C44H60AsF6N4O18S5 as an isolated structure at a distorted geometry.

Geometry as ORCA input:
```
! RIJCOSX wB97M-V def2-TZVPD def2/J DEFGRID3
* xyz -1 1
As -0.069 0.645 -0.264
F 0.982 0.025 -1.567
F -0.248 -0.993 0.322
F -1.112 1.285 0.975
F 0.131 2.270 -0.943
F -1.501 0.501 -1.257
F 1.234 0.874 0.850
C -3.046 4.396 -2.894
C -3.950 5.044 -3.713
C -4.612 4.380 -4.744
C -4.191 3.114 -5.049
C -3.297 2.407 -4.257
C -2.623 3.112 -3.250
N -4.838 2.329 -6.166
O -5.595 2.939 -6.880
O -4.511 1.170 -6.285
H -2.601 4.928 -2.063
H -4.278 6.067 -3.570
H -5.380 4.885 -5.312
H -3.003 1.397 -4.478
H -1.726 2.687 -2.815
C -0.750 -0.613 -4.082
C -0.196 -1.859 -3.800
C -0.110 -2.844 -4.771
C -0.477 -2.508 -6.067
C -0.903 -1.238 -6.412
C -1.081 -0.323 -5.396
N -0.484 -3.551 -7.091
O -0.503 -4.711 -6.698
O -0.521 -3.252 -8.271
H -0.876 0.113 -3.294
H 0.125 -2.079 -2.789
H 0.215 -3.836 -4.493
H -1.205 -1.044 -7.432
H -1.456 0.671 -5.604
C 1.585 -1.320 4.146
C 2.302 -1.763 5.256
C 3.114 -2.876 5.120
C 3.250 -3.526 3.888
C 2.587 -2.982 2.785
C 1.793 -1.849 2.908
N 4.169 -4.603 3.712
O 4.139 -5.262 2.706
O 4.935 -4.811 4.650
H 0.963 -0.468 4.396
H 2.153 -1.132 6.122
H 3.630 -3.154 6.029
H 2.842 -3.293 1.778
H 1.316 -1.424 2.033
C -0.352 -5.150 1.842
C -0.503 -4.289 0.769
C -0.443 -4.909 -0.483
C -0.366 -6.281 -0.677
C 0.004 -7.060 0.425
C -0.038 -6.500 1.676
N -0.443 -6.858 -2.028
O -0.772 -6.093 -2.915
O -0.160 -8.030 -2.164
H -0.229 -4.908 2.895
H -0.792 -3.249 0.814
H -0.419 -4.250 -1.344
H 0.212 -8.113 0.286
H 0.083 -7.126 2.549
C -5.224 2.767 -0.344
C -6.095 3.857 0.336
C -5.848 3.711 1.860
S -4.192 2.866 2.059
O -4.413 1.527 2.561
O -3.187 3.728 2.660
C -3.872 2.801 0.331
H -5.177 2.949 -1.419
H -5.666 1.774 -0.248
H -7.135 3.584 0.157
H -5.883 4.852 -0.045
H -6.504 2.971 2.316
H -5.827 4.615 2.461
H -3.275 1.922 0.094
H -3.302 3.714 0.157
C 0.786 5.382 -1.935
C 2.068 6.169 -2.231
C 2.138 7.300 -1.223
S 1.626 6.505 0.352
O 0.590 7.362 0.910
O 2.734 6.075 1.162
C 0.844 5.074 -0.431
H 0.740 4.431 -2.461
H -0.097 5.989 -2.145
H 2.164 6.512 -3.261
H 2.933 5.515 -2.078
H 1.277 7.973 -1.222
H 3.052 7.853 -1.028
H -0.103 4.927 0.083
H 1.478 4.212 -0.234
C -2.874 -2.652 3.566
C -4.119 -2.044 4.186
C -3.700 -0.928 5.135
S -2.005 -0.415 4.791
O -1.178 -0.968 5.845
O -1.876 0.949 4.364
C -1.800 -1.588 3.374
H -3.126 -3.068 2.584
H -2.507 -3.534 4.094
H -4.670 -2.811 4.736
H -4.869 -1.571 3.553
H -3.588 -1.129 6.201
H -4.260 -0.009 4.957
H -0.784 -1.961 3.310
H -2.057 -1.051 2.459
C 5.152 1.410 5.148
C 5.245 0.853 3.726
C 4.033 1.216 2.875
S 3.176 2.505 3.851
O 2.155 1.826 4.611
O 2.805 3.543 2.912
C 4.586 2.826 4.989
H 6.082 1.446 5.711
H 4.394 0.851 5.702
H 5.205 -0.235 3.857
H 6.182 1.045 3.205
H 3.309 0.407 2.891
H 4.323 1.605 1.907
H 4.261 3.254 5.933
H 5.317 3.426 4.444
C 3.399 -2.303 -3.561
C 3.576 -3.823 -3.698
C 4.772 -4.202 -2.811
S 4.466 -3.300 -1.280
O 5.653 -2.615 -0.802
O 3.698 -4.167 -0.404
C 3.308 -2.089 -2.067
H 2.445 -1.990 -3.984
H 4.209 -1.743 -4.024
H 3.707 -4.227 -4.704
H 2.669 -4.340 -3.368
H 5.658 -3.753 -3.262
H 4.946 -5.230 -2.506
H 3.580 -1.108 -1.680
H 2.367 -2.333 -1.574
*
```

Computed properties:
E_HOMO	-7.7	eV
total energy	-8111.6533	a.u.